<a>
This record from the OMol25 dataset describes a molecular structure, C2H3F2NO. The level of theory is ωB97M-V with the def2-TZVPD basis set.

Geometry (Å):
C: -0.89993 -0.40633 -0.99363
C: 0.16527 -0.56589 -0.02221
N: 0.30280 0.94842 1.25295
O: -0.96580 -1.16973 0.21303
F: 1.41802 0.74227 2.04527
F: 0.68239 1.92767 0.36427
H: -1.26174 0.61353 -1.10237
H: -0.65688 -1.03156 -1.78092
H: 1.21587 -1.05838 0.02361

Results
LUMO: 0.90 eV
HOMO-LUMO gap: 10.36 eV
highest occupied orbital energy: -0.3478 Eh
spin multiplicity: 1

***

<b>
This record from the OMol25 dataset describes 2 unconnected molecules or ions with the total composition C2H3F2NO. The level of theory is ωB97M-V with the def2-TZVPD basis set.

Geometry (Å):
C: 0.69171 -0.36202 -0.00717
C: -0.90041 -0.67641 -0.17842
H: 1.77167 1.48529 0.44598
H: 0.14769 1.86115 -0.19119
H: -0.93522 -1.10200 -1.15855
N: 0.81661 0.82161 0.76266
O: 1.42504 -1.22830 -0.26395
F: -1.25334 -1.34868 0.83695
F: -1.76375 0.54936 -0.24631

Results
LUMO: -0.59 eV
HOMO-LUMO gap: 9.88 eV
highest occupied orbital energy: -0.3846 Eh
spin multiplicity: 1

***

Which structure is most stable, and how do the rest compare? From most to least stable: <b>, <a>.

***

<a>
This record from the OMol25 dataset describes 2 unconnected molecules or ions with the total composition C3H12N2S. The level of theory is ωB97M-V with the def2-TZVPD basis set.

Geometry (Å):
C: -0.02381 -1.88139 1.30889
C: 0.07609 -3.32846 0.76211
S: 1.19372 -3.39818 -0.78565
H: 0.26056 -1.73458 2.35477
H: -1.06701 -1.61862 1.19146
H: 0.53790 -1.05270 0.83957
H: 0.53985 -3.85753 1.59185
H: -0.84952 -3.85782 0.46936
H: 0.12354 -3.42872 -1.60879
N: 0.01330 3.75194 -1.18006
C: 0.25178 2.61248 -0.22912
N: -0.51752 1.48184 -0.71300
H: 0.65097 4.53300 -1.02257
H: -0.92349 4.09804 -1.01517
H: 1.26824 2.22063 -0.24816
H: -0.02895 2.83307 0.80321
H: -1.47500 1.55975 -1.01882
H: -0.03065 1.06723 -1.49988

Results
LUMO: 0.98 eV
HOMO-LUMO gap: 9.87 eV
highest occupied orbital energy: -0.3270 Eh
spin multiplicity: 1

***

<b>
This record from the OMol25 dataset describes 2 unconnected molecules or ions with the total composition C3H12N2S. The level of theory is ωB97M-V with the def2-TZVPD basis set.

Geometry (Å):
C: -1.88568 -0.37840 -3.41270
S: -3.29531 -1.33847 -2.94910
C: -2.72233 -1.98793 -1.30693
H: -1.69346 0.39521 -2.67318
H: -2.04389 0.12739 -4.37051
H: -1.07672 -1.03494 -3.75696
H: -3.04873 -1.23318 -0.59232
H: -3.05269 -2.95017 -0.94159
H: -1.63766 -1.92768 -1.38665
N: 1.99935 0.58995 3.42542
C: 2.67732 1.48580 2.48763
N: 1.89842 1.78434 1.34180
H: 1.44794 -0.08735 2.92420
H: 2.59316 0.01868 4.01642
H: 2.89659 2.39623 3.09129
H: 3.69976 1.14920 2.29998
H: 2.30619 1.51127 0.45916
H: 0.93772 1.48006 1.34402

Results
LUMO: 0.68 eV
HOMO-LUMO gap: 9.20 eV
highest occupied orbital energy: -0.3132 Eh
spin multiplicity: 1

***

Which structure is most stable, and how do the rest compare? From most to least stable: <a>, <b>.

***

<a>
This record from the OMol25 dataset describes a single C4H7N molecule. The level of theory is ωB97M-V with the def2-TZVPD basis set.

Geometry (Å):
C: -0.38980 1.16802 -0.13387
C: 1.01515 -0.74233 -0.11695
C: -0.48104 -1.15222 -0.11028
C: -1.30656 -0.13335 -0.01442
H: -0.55491 1.77284 -1.05480
H: -0.67981 1.95251 0.52415
H: 1.38972 1.13195 0.76488
H: 1.37909 -1.18854 0.94573
H: 1.74977 -1.05905 -0.86442
H: -0.73354 -2.25401 -0.13114
H: -2.39167 -0.20355 0.27267
N: 1.00361 0.70772 -0.08156

Results
LUMO: 1.12 eV
HOMO-LUMO gap: 9.72 eV
highest occupied orbital energy: -0.3159 Eh
spin multiplicity: 1

***

<b>
This record from the OMol25 dataset describes a molecular structure, C4H7N. The level of theory is ωB97M-V with the def2-TZVPD basis set.

Geometry (Å):
C: 1.35096 -0.62916 0.26977
C: 0.47102 0.10893 -0.68233
C: -1.56414 -0.21791 0.16523
C: 0.49343 1.52414 -0.65343
N: 0.53658 2.68668 -0.73144
H: 1.13897 -1.70280 0.26328
H: 2.37171 -0.49564 -0.11489
H: 1.33874 -0.25101 1.30081
H: -0.64804 -0.33891 -0.86780
H: -1.92136 -1.25607 0.18220
H: -1.27355 0.11323 1.15681
H: -2.29433 0.45852 -0.28822

Results
LUMO: -0.34 eV
HOMO-LUMO gap: 8.30 eV
highest occupied orbital energy: -0.3174 Eh
spin multiplicity: 1

***

Which structure is most stable, and how do the rest compare? From most to least stable: <a>, <b>.

***

<a>
This record from the OMol25 dataset describes 18 unconnected molecules or ions with the total composition H36O18. The level of theory is ωB97M-V with the def2-TZVPD basis set.

Geometry (Å):
O: 4.58085 3.32142 2.30390
H: 4.40882 2.45862 2.75662
H: 5.31302 3.20084 1.75369
O: -4.00998 0.69732 -2.99354
H: -4.71842 0.61646 -3.64911
H: -3.16202 0.29531 -3.20284
O: 1.22121 -0.65800 1.97358
H: 2.12532 -0.33611 2.26792
H: 0.99300 -0.00659 1.35438
O: -0.48036 1.53306 -5.09839
H: 0.43465 1.38135 -5.04748
H: -0.72007 2.28736 -4.49944
O: -0.98712 -1.86253 -3.41842
H: -0.11106 -1.47523 -3.77631
H: -0.55096 -2.63270 -2.87667
O: 4.77831 -0.63372 3.40165
H: 4.50216 0.09297 4.12832
H: 4.52364 -1.39260 3.85833
O: -4.88390 -0.91852 -0.34488
H: -4.69442 -0.28323 0.30881
H: -4.63834 -0.66257 -1.16167
O: -1.86850 -0.56308 -1.13896
H: -1.34766 -1.09135 -1.92889
H: -1.56511 0.22691 -1.41719
O: -3.31219 -0.39427 4.77198
H: -3.68707 -0.96708 5.34651
H: -2.40200 -0.20544 4.95330
O: 0.24044 1.20056 -0.28624
H: 1.03890 0.54912 -0.12950
H: 0.51072 2.15703 -0.09001
O: 2.04639 -2.45682 -1.59512
H: 2.49546 -2.81627 -2.38850
H: 2.61219 -2.77715 -0.95558
O: 1.28591 -0.39875 -4.50561
H: 2.17598 -0.37698 -4.98368
H: 1.30113 -0.11238 -3.56981
O: 2.44005 -3.10346 3.71315
H: 2.96616 -2.61033 3.13336
H: 1.65035 -3.34659 3.29104
O: -3.19791 5.19180 -0.70790
H: -3.15535 4.70193 -1.58376
H: -4.00960 4.70624 -0.38306
O: -2.19195 2.59610 -2.31218
H: -1.27871 2.36806 -1.73568
H: -2.90747 2.03544 -2.40537
O: -1.03082 -0.99719 1.32317
H: -0.74015 -1.17021 0.43740
H: -1.69352 -1.58971 1.56220
O: 3.12395 -3.31125 0.59584
H: 2.34672 -3.29208 1.32174
H: 3.02027 -4.09759 -0.08651
O: 0.59810 1.33936 4.84071
H: 0.12802 2.28439 4.94316
H: 0.48293 1.29812 3.93157

Results
LUMO: -0.49 eV
HOMO-LUMO gap: 9.52 eV
highest occupied orbital energy: -0.3680 Eh
spin multiplicity: 1

***

<b>
This record from the OMol25 dataset describes 18 unconnected molecules or ions with the total composition H36O18. The level of theory is ωB97M-V with the def2-TZVPD basis set.

Geometry (Å):
O: 0.43350 2.38891 2.25010
H: 0.54866 2.96500 1.47835
H: 1.27952 1.92304 2.26497
O: 3.01062 -5.30346 -1.08695
H: 2.26888 -5.90362 -0.99834
H: 3.26677 -5.18748 -2.00128
O: -4.04906 -0.90683 3.90347
H: -4.04484 -1.27546 3.02361
H: -4.80821 -0.31741 3.91561
O: -1.85522 2.07579 0.52142
H: -2.64996 2.41866 0.10826
H: -1.44062 1.43740 -0.08585
O: 2.59635 1.11980 -0.46487
H: 2.55566 0.93097 -1.40792
H: 3.14004 1.91983 -0.40776
O: 0.16850 3.77740 -0.11002
H: -0.58645 3.30767 0.27053
H: 0.10982 4.63550 0.32598
O: 1.58908 -4.76418 2.53647
H: 1.14255 -5.46023 3.03674
H: 0.82771 -4.17186 2.49573
O: 3.72079 -2.57339 3.77569
H: 4.40128 -3.13661 3.40695
H: 3.56630 -2.01322 3.00317
O: -0.96468 -1.44396 -5.26738
H: -1.70422 -1.13128 -5.80831
H: -0.65261 -2.04587 -5.96087
O: 1.43472 -1.00756 0.68954
H: 1.81928 -0.43872 -0.00044
H: 0.77337 -0.46952 1.16620
O: -3.70724 -1.40668 -0.08308
H: -3.98692 -2.31151 0.07350
H: -3.48113 -1.38642 -1.01280
O: -0.98000 -0.01039 1.52001
H: -1.31769 -0.30630 2.36277
H: -0.59048 0.85777 1.71051
O: 3.60272 4.05118 0.09967
H: 3.63531 3.54006 0.88621
H: 2.70608 4.34468 -0.09237
O: -0.56364 4.92715 -2.95476
H: -1.46828 5.09049 -2.67196
H: -0.13936 4.50512 -2.18636
O: -0.70781 -3.39507 0.69920
H: -1.21679 -3.54877 -0.09740
H: 0.06297 -2.90876 0.36426
O: -1.01473 0.42765 -0.97065
H: -1.30315 -0.16922 -0.25757
H: -0.88727 -0.00438 -1.81507
O: -4.40030 -3.19056 -2.48281
H: -5.25134 -2.78171 -2.60797
H: -4.22734 -3.66933 -3.29234
O: 2.20938 5.27918 -1.96453
H: 3.15535 5.32646 -1.92127
H: 1.70721 5.89305 -2.49961

Results
LUMO: -0.10 eV
HOMO-LUMO gap: 10.10 eV
highest occupied orbital energy: -0.3749 Eh
spin multiplicity: 1

***

<c>
This record from the OMol25 dataset describes 18 unconnected molecules or ions with the total composition H36O18. The level of theory is ωB97M-V with the def2-TZVPD basis set.

Geometry (Å):
O: 4.48838 0.81675 -2.69541
H: 4.47630 0.82782 -1.73618
H: 3.97739 0.05078 -2.97617
O: -4.39249 2.73427 2.74163
H: -4.47496 3.68271 2.81731
H: -4.60075 2.51009 1.83152
O: 4.23105 -0.59933 2.45965
H: 4.05827 -0.11403 3.26911
H: 3.47072 -1.16356 2.25642
O: 1.98760 2.04095 3.10608
H: 1.72452 2.37636 2.27090
H: 1.83868 2.73965 3.74205
O: -2.73331 1.30350 4.79338
H: -2.81436 0.59918 4.16162
H: -1.95236 1.17264 5.33180
O: 1.55731 -2.57026 -1.33975
H: 1.74229 -3.51706 -1.25092
H: 2.38327 -2.37110 -1.76889
O: 1.80219 -1.27096 1.20615
H: 2.06116 -0.85048 0.37112
H: 1.67813 -2.11134 0.73836
O: -2.27046 0.38371 -5.03799
H: -2.70620 0.86688 -4.32312
H: -2.63516 -0.48159 -4.86334
O: 1.45016 1.35650 -4.85238
H: 2.22059 0.92544 -4.48087
H: 1.16106 0.77103 -5.55734
O: -0.72871 2.90740 -2.94585
H: -0.29136 3.53070 -2.33684
H: 0.15139 2.64278 -3.27542
O: -1.20559 -0.58649 3.04219
H: -2.10228 -0.85738 3.18437
H: -0.95361 -0.93583 2.18107
O: -0.90486 -5.29576 2.81460
H: -0.03023 -5.26896 3.22339
H: -1.39515 -4.89816 3.54120
O: 3.54638 2.50709 -0.08781
H: 4.30824 2.59248 -0.66591
H: 3.58339 1.65797 0.33965
O: 0.30463 0.78729 -0.14741
H: 0.27774 1.57281 -0.70538
H: 0.20739 1.09714 0.76123
O: -5.07424 -1.77458 0.45587
H: -4.28228 -1.30740 0.77557
H: -4.53023 -2.25581 -0.18944
O: 1.63411 -0.64262 -2.88817
H: 1.80950 -0.19262 -2.07824
H: 0.73690 -0.95507 -2.71621
O: -2.55556 0.17543 -0.20278
H: -2.28415 0.75379 0.53196
H: -1.61470 -0.01070 -0.35720
O: -1.40618 -2.24500 -0.61867
H: -2.05646 -1.97768 0.03432
H: -0.55195 -2.06880 -0.21286

Results
LUMO: -0.52 eV
HOMO-LUMO gap: 10.59 eV
highest occupied orbital energy: -0.4082 Eh
spin multiplicity: 1

***

Which structure is most stable, and how do the rest compare? From most to least stable: <b>, <c>, <a>.